[1]
Formula: C4H12
Source: the OMol25 dataset
Level of theory: ωB97M-V with the def2-TZVPD basis set

The geometry in ORCA input format:
```
! RIJCOSX wB97M-V def2-TZVPD def2/J DEFGRID3
* xyz 0 1
C 1.84 -0.73 0.55
C 1.36 -0.49 1.99
H 1.08 -1.15 -0.11
H 2.14 0.18 0.04
H 2.61 -1.49 0.59
H 1.36 0.54 2.32
H 1.92 -1.10 2.70
H 0.34 -0.85 2.18
C -2.27 0.54 -1.62
C -0.92 0.69 -0.91
H -2.22 0.92 -2.64
H -2.60 -0.49 -1.82
H -3.06 1.07 -1.10
H -0.13 0.60 -1.66
H -0.77 0.03 -0.06
H -0.87 1.68 -0.45
*
```

Summary:
LUMO level, hartree: 0.043
Highest occupied orbital energy, eV: -11.449
Calculated total energy, eV: -4342.16926
SMILES: CC.CC
ΔE to the lowest compared entry with this formula, charge and spin, kcal per mole: 8.3
F_max, eV/A: 1.2
Molecular weight, g mol⁻¹: 60.140
Kohn-Sham gap, eV: 12.62

Atom charges from the Mulliken analysis, given in e for atoms 1 to 2: -0.8605, -0.8835

=====

[2]
Formula: C53H68BaCl3N2OP2SSi
Source: the OMol25 dataset
Level of theory: ωB97M-V with the def2-TZVPD basis set

The geometry in ORCA input format:
```
! RIJCOSX wB97M-V def2-TZVPD def2/J DEFGRID3
* xyz 1 1
Ba 0.80 0.58 1.70
C 0.22 4.60 1.86
Si 0.71 3.28 0.57
C -0.60 3.69 -0.78
C -0.50 4.92 -1.44
C -1.52 5.44 -2.21
C -2.71 4.73 -2.33
C -2.82 3.49 -1.73
C -1.78 2.94 -0.97
P -1.81 1.17 -0.44
C -1.74 0.34 -2.09
C -1.15 -1.07 -1.92
C -1.40 -1.98 -3.15
C -1.48 -1.13 -4.41
C -2.71 -0.21 -4.35
C -3.03 0.25 -2.91
C -3.41 0.63 0.32
C -3.29 0.82 1.84
C -3.31 2.30 2.21
C -4.46 3.05 1.48
C -5.46 2.07 0.86
C -4.80 1.13 -0.15
C 2.43 3.92 -0.01
C 2.66 5.32 -0.01
C 3.89 5.88 -0.27
C 4.98 5.05 -0.53
C 4.80 3.68 -0.52
C 3.54 3.10 -0.27
P 3.42 1.26 -0.36
C 3.44 0.94 -2.17
C 4.47 1.62 -3.06
C 4.40 1.01 -4.47
C 2.97 0.61 -4.87
C 1.95 1.51 -4.18
C 2.01 1.30 -2.65
C 5.00 0.77 0.53
C 6.29 0.44 -0.24
C 6.22 -0.88 -1.00
C 5.83 -2.03 -0.07
C 4.55 -1.71 0.69
C 4.70 -0.41 1.47
H -0.01 5.57 1.41
H 1.03 4.76 2.59
H -0.68 4.29 2.41
H 0.42 5.49 -1.35
H -1.40 6.40 -2.70
H -3.54 5.13 -2.90
H -3.74 2.94 -1.87
H -1.03 0.96 -2.65
H -1.57 -1.55 -1.03
H -0.08 -0.99 -1.74
H -2.34 -2.52 -3.03
H -0.61 -2.73 -3.22
H -1.53 -1.77 -5.30
H -0.56 -0.54 -4.51
H -3.58 -0.72 -4.77
H -2.54 0.67 -4.98
H -3.72 -0.45 -2.43
H -3.54 1.21 -2.96
H -3.34 -0.45 0.12
H -2.37 0.35 2.22
H -4.11 0.29 2.34
H -2.36 2.75 1.93
H -3.41 2.41 3.29
H -4.04 3.67 0.68
H -4.97 3.72 2.16
H -6.27 2.61 0.38
H -5.93 1.49 1.67
H -4.73 1.63 -1.12
H -5.45 0.26 -0.32
H 1.84 5.99 0.24
H 4.01 6.96 -0.27
H 5.96 5.46 -0.73
H 5.66 3.04 -0.71
H 3.56 -0.14 -2.26
H 5.49 1.51 -2.67
H 4.26 2.69 -3.09
H 5.06 0.13 -4.52
H 4.80 1.73 -5.19
H 2.77 -0.43 -4.59
H 2.85 0.66 -5.96
H 0.94 1.30 -4.53
H 2.16 2.55 -4.42
H 1.32 0.51 -2.35
H 1.66 2.22 -2.16
H 5.19 1.66 1.14
H 7.08 0.36 0.51
H 6.59 1.25 -0.90
H 7.18 -1.08 -1.47
H 5.49 -0.81 -1.81
H 6.64 -2.20 0.65
H 5.71 -2.96 -0.64
H 4.27 -2.53 1.36
H 3.73 -1.59 -0.03
H 5.52 -0.51 2.19
H 3.80 -0.20 2.07
Cl 1.06 -2.49 7.31
C 0.18 -3.16 5.98
C -0.91 -2.47 5.46
C -1.59 -3.02 4.39
C -1.21 -4.23 3.81
C -2.05 -4.73 2.65
C -1.32 -5.08 1.36
N -0.43 -4.01 0.89
C 0.66 -4.16 0.07
C 1.18 -2.91 -0.11
N 0.43 -1.99 0.60
C -0.52 -2.70 1.18
O -2.80 -5.85 3.06
C -4.18 -5.82 2.68
C -4.86 -4.56 3.15
C -5.04 -4.22 4.45
Cl -4.58 -5.15 5.81
S -5.79 -2.70 4.65
C -5.87 -2.46 2.96
C -5.35 -3.52 2.28
C -0.14 -4.91 4.38
Cl 0.38 -6.46 3.80
C 0.56 -4.38 5.45
H -1.23 -1.54 5.91
H -2.46 -2.50 4.00
H -2.74 -3.90 2.43
H -2.06 -5.30 0.59
H -0.72 -5.98 1.51
H 0.96 -5.12 -0.31
H 2.03 -2.62 -0.71
H -1.30 -2.28 1.80
H -4.62 -6.69 3.16
H -4.30 -5.92 1.60
H -6.32 -1.57 2.56
H -5.31 -3.59 1.20
H 1.40 -4.92 5.87
*
```

Summary:
LUMO level, hartree: -0.098
Highest occupied orbital energy, eV: -8.778
Calculated total energy, eV: -136640.43410
ΔE to the lowest compared entry with this formula, charge and spin, kcal per mole: 30.5
F_max, eV/A: 1.3
Molecular weight, g mol⁻¹: 1114.928
Kohn-Sham gap, eV: 6.12

Atom charges from the Mulliken analysis, given in e for atoms 1 to 2: 2.0828, -1.4654

=====

[3]
Formula: CH4O2S
Source: the OMol25 dataset
Level of theory: ωB97M-V with the def2-TZVPD basis set

The geometry in ORCA input format:
```
! RIJCOSX wB97M-V def2-TZVPD def2/J DEFGRID3
* xyz 0 1
C -0.90 0.19 -0.15
O -1.31 -1.14 -0.10
O 0.11 0.55 0.58
S 2.57 -0.26 -0.11
H -1.78 0.82 0.18
H -0.81 0.46 -1.23
H -0.75 -1.60 0.54
H 2.86 0.97 0.30
*
```

Summary:
LUMO level (spin up / spin down), hartree: -0.129 / -0.129
Highest occupied orbital energy (spin up / spin down), eV: -9.595 / -9.582
Calculated total energy, eV: -16027.54164
ΔE to the lowest compared entry with this formula, charge and spin, kcal per mole: 104.5
F_max, eV/A: 3.1
Molecular weight, g mol⁻¹: 80.108
Kohn-Sham gap (spin up / spin down), eV: 6.08 / 6.07

Atom charges from the Mulliken analysis, given in e for atoms 1 to 2: 0.0116, -0.4720

=====

[4]
Formula: C36H34N2O5S6Ti
Source: the OMol25 dataset
Level of theory: ωB97M-V with the def2-TZVPD basis set

The geometry in ORCA input format:
```
! RIJCOSX wB97M-V def2-TZVPD def2/J DEFGRID3
* xyz 0 1
Ti -1.84 1.09 -1.14
S -3.96 0.03 -1.48
C -5.18 0.95 -0.61
C -6.53 0.66 -0.85
C -7.53 1.32 -0.16
C -7.23 2.29 0.78
C -5.90 2.61 1.02
C -4.89 1.93 0.34
S -3.21 2.41 0.64
C -2.77 1.49 2.16
C -2.25 0.12 1.83
C -2.43 -1.02 2.56
C -2.00 -2.24 2.00
C -1.44 -2.29 0.75
C -1.25 -1.08 0.07
C -0.88 -0.80 -1.32
S 2.62 -1.31 -0.97
C 4.02 -0.41 -0.44
C 5.27 -0.68 -1.00
C 6.40 0.00 -0.58
C 6.32 0.95 0.45
C 5.09 1.23 1.01
C 3.93 0.59 0.55
S 2.40 1.31 1.01
N -1.61 0.06 0.66
H -6.78 -0.09 -1.59
H -8.57 1.08 -0.37
H -8.01 2.82 1.31
H -5.64 3.38 1.72
H -3.64 1.45 2.81
H -2.00 2.10 2.65
H -2.94 -1.00 3.52
H -2.15 -3.15 2.56
H -1.15 -3.22 0.28
H 0.12 -0.35 -1.37
H -0.98 -1.61 -2.03
H 5.35 -1.45 -1.75
H 7.36 -0.22 -1.03
H 7.20 1.46 0.79
H 4.99 1.98 1.78
C 0.08 -2.82 -5.06
C -0.55 -1.48 -4.81
C -1.93 -1.32 -4.89
C -2.53 -0.10 -4.62
C -1.73 0.98 -4.27
C -0.34 0.85 -4.20
C 0.24 -0.38 -4.47
S -2.45 2.56 -3.90
O -3.87 2.43 -4.06
O -1.74 3.56 -4.65
N -2.04 2.70 -2.33
C -1.30 3.88 -1.90
C -0.20 3.43 -0.95
O 0.73 4.12 -0.62
O -0.39 2.19 -0.51
H -0.38 -3.33 -5.90
H -0.04 -3.47 -4.18
H 1.15 -2.73 -5.25
H -2.55 -2.17 -5.16
H -3.60 0.03 -4.67
H 0.27 1.70 -3.94
H 1.31 -0.49 -4.40
H -1.94 4.57 -1.34
H -0.88 4.43 -2.74
C 5.65 -3.57 4.80
C 4.60 -2.71 4.16
C 4.68 -1.33 4.21
C 3.71 -0.53 3.61
C 2.65 -1.14 2.95
C 2.56 -2.52 2.86
C 3.53 -3.30 3.48
S 1.38 -0.19 2.15
C 0.96 0.93 3.51
O 1.76 -1.54 0.33
H 6.40 -2.97 5.30
H 6.16 -4.18 4.05
H 5.21 -4.25 5.53
H 5.51 -0.85 4.72
H 3.80 0.54 3.64
H 1.77 -2.97 2.29
H 3.47 -4.38 3.42
H 1.83 1.38 3.98
H 0.37 0.37 4.23
H 0.35 1.72 3.07
*
```

Summary:
LUMO level, hartree: -0.015
Highest occupied orbital energy, eV: -6.625
Calculated total energy, eV: -139229.19777
ΔE to the lowest compared entry with this formula, charge and spin, kcal per mole: 57.4
F_max, eV/A: 0.5
Molecular weight, g mol⁻¹: 814.946
Kohn-Sham gap, eV: 6.21

Atom charges from the Mulliken analysis, given in e for atoms 1 to 2: -1.1695, -0.3205

=====

[5]
Formula: C5H10
Source: the OMol25 dataset
Level of theory: ωB97M-V with the def2-TZVPD basis set

The geometry in ORCA input format:
```
! RIJCOSX wB97M-V def2-TZVPD def2/J DEFGRID3
* xyz 0 1
C -1.29 0.52 -0.07
C 0.35 1.34 -0.34
C 1.39 0.22 -0.19
C 0.43 -1.17 0.06
C -0.88 -0.73 0.66
H -1.59 0.33 -1.10
H -2.12 1.07 0.44
H 0.33 1.79 -1.35
H 0.42 2.14 0.41
H 2.05 0.34 0.69
H 2.02 0.05 -1.08
H 0.84 -1.99 0.66
H 0.19 -1.54 -0.96
H -0.89 -0.60 1.76
H -1.25 -1.77 0.41
*
```

Summary:
LUMO level, hartree: 0.046
Highest occupied orbital energy, eV: -10.137
Calculated total energy, eV: -5345.48950
SMILES: C1CCCC1
ΔE to the lowest compared entry with this formula, charge and spin, kcal per mole: 41.0
F_max, eV/A: 3.2
Molecular weight, g mol⁻¹: 70.135
Kohn-Sham gap, eV: 11.38

Atom charges from the Mulliken analysis, given in e for atoms 1 to 2: -0.7368, -0.5775